# 1
{
  "formula": "C42H37BiGeN6O2S4",
  "method": "ωB97M-V/def2-TZVPD",
  "e_tot_ha": -5985.93323,
  "total_charge": -2,
  "gap_ev": 4.88,
  "relative_energy_kcal_mol": 49.0,
  "molar_mass_da": 1067.66,
  "species": ["Bi", "C", "C", "C", "C", "C", "C", "H", "H", "H", "H", "H", "H", "C", "S", "C", "S", "N", "N", "C", "C", "C", "C", "C", "C", "N", "H", "H", "H", "H", "H", "H", "H", "H", "C", "Ge", "C", "C", "C", "C", "C", "C", "C", "C", "C", "C", "C", "C", "C", "C", "C", "C", "C", "C", "H", "H", "H", "H", "H", "H", "H", "H", "H", "H", "H", "H", "H", "H", "H", "N", "C", "C", "C", "C", "C", "C", "S", "O", "O", "N", "C", "S", "C", "C", "N", "H", "H", "H", "H", "H", "H", "H", "H"],
  "coordinates": [[1.050399, 0.419269, 1.950123], [-1.929889, 0.910734, 4.499491], [-0.857824, 1.132117, 5.356478], [0.054781, 0.115560, 5.609536], [-0.117050, -1.127058, 5.012289], [-1.186531, -1.344022, 4.154499], [-2.091465, -0.325302, 3.886034], [-2.620997, 1.716296, 4.283376], [-0.713207, 2.111576, 5.795635], [0.914312, 0.296248, 6.242574], [0.600227, -1.920980, 5.180968], [-1.293554, -2.298323, 3.659678], [-2.887061, -0.491070, 3.170481], [5.889559, -2.280356, 0.083175], [5.040248, -2.598069, 1.637583], [3.607969, -1.554893, 1.463949], [2.532815, -1.641796, 2.855976], [3.457194, -0.887052, 0.389099], [2.333558, -0.097879, 0.296080], [1.938608, 0.221551, -0.982470], [0.713153, 0.653670, -1.377590], [0.542367, 1.150455, -2.737578], [-0.546803, 1.827201, -3.125594], [-1.592357, 2.090120, -2.160934], [-1.491630, 1.504089, -0.950309], [-0.467123, 0.667735, -0.573459], [6.937427, -2.537990, 0.236664], [5.480674, -2.869225, -0.737894], [5.790920, -1.226556, -0.169587], [2.723406, 0.191298, -1.733832], [1.369095, 0.981283, -3.421122], [-0.632933, 2.194598, -4.142964], [-2.433353, 2.731473, -2.381126], [-2.243683, 1.606339, -0.178843], [-0.701882, -0.126853, 0.642059], [-1.077751, -1.963560, 0.294834], [-1.462275, -2.442520, -1.596615], [-0.632927, -2.061060, -2.652870], [-0.878453, -2.479383, -3.955831], [-1.962997, -3.298531, -4.235633], [-2.796717, -3.696815, -3.199033], [-2.546314, -3.270443, -1.900197], [-2.912219, -2.242312, 1.086673], [-3.382924, -3.152312, 2.031635], [-4.695475, -3.118396, 2.505585], [-5.586053, -2.175579, 2.024979], [-5.149635, -1.262884, 1.068594], [-3.839328, -1.297349, 0.619480], [0.149179, -3.422041, 0.779789], [0.027818, -4.306876, 1.849137], [0.973066, -5.301422, 2.077664], [2.072525, -5.421062, 1.244333], [2.222210, -4.539889, 0.182120], [1.270571, -3.558749, -0.045253], [0.220701, -1.426517, -2.455693], [-0.217990, -2.156611, -4.752448], [-2.159360, -3.621195, -5.251934], [-3.647136, -4.339155, -3.400188], [-3.213986, -3.597002, -1.108992], [-2.736151, -3.920209, 2.429568], [-5.013867, -3.837184, 3.252551], [-6.606662, -2.146510, 2.388841], [-5.831650, -0.514135, 0.681211], [-3.514993, -0.552318, -0.100468], [-0.789564, -4.216580, 2.548756], [0.858024, -5.968281, 2.925090], [2.822444, -6.180070, 1.433742], [3.097250, -4.598112, -0.454149], [1.425312, -2.862619, -0.863312], [0.935965, 4.413369, -5.694080], [1.425320, 4.637588, -4.389995], [2.380006, 3.780150, -3.845662], [2.853866, 3.982974, -2.565234], [2.397955, 5.063680, -1.814155], [1.466966, 5.932601, -2.357169], [0.981823, 5.720493, -3.642523], [2.954396, 5.242229, -0.141066], [2.466264, 6.543409, 0.286672], [4.379829, 5.023924, -0.163418], [2.284627, 4.038201, 0.597278], [1.001140, 4.074932, 0.964650], [-0.009704, 5.524307, 1.115252], [-1.324080, 4.549246, 1.665411], [-0.937122, 3.257629, 1.718016], [0.345319, 2.988562, 1.323583], [0.959281, 3.438351, -5.954296], [0.007879, 4.784956, -5.830583], [2.718499, 2.923752, -4.419392], [3.559038, 3.291392, -2.122437], [1.119757, 6.765582, -1.761285], [0.234930, 6.388625, -4.059038], [-2.290320, 4.964295, 1.898456], [-1.565681, 2.423252, 2.006606]],
  "atomic_forces_ev_per_a": [[-0.406, 0.129, 0.195], [0.018, -0.018, 0.012], [0.014, -0.005, -0.035], [-0.061, -0.014, -0.011], [0.035, -0.026, 0.032], [-0.002, 0.067, -0.033], [0.016, 0.033, 0.034], [0.008, 0.002, -0.008], [-0.006, -0.001, 0.011], [-0.010, 0.008, 0.012], [0.028, 0.035, 0.001], [-0.007, -0.058, -0.020], [-0.005, 0.024, 0.044], [0.027, 0.011, -0.074], [-0.033, 0.109, 0.015], [-0.052, -0.215, 0.169], [0.255, -0.178, -0.132], [-0.164, 0.108, 0.024], [0.097, -0.012, -0.043], [0.076, 0.014, -0.014], [-0.176, 0.076, -0.095], [0.115, -0.090, 0.137], [-0.187, 0.106, 0.036], [0.092, 0.013, -0.144], [0.095, -0.162, 0.111], [-0.236, -0.071, 0.076], [0.011, -0.021, -0.029], [-0.044, -0.005, 0.028], [0.044, -0.007, 0.039], [0.006, -0.020, -0.009], [-0.029, -0.037, 0.019], [-0.005, 0.013, 0.021], [-0.004, -0.002, -0.022], [-0.010, 0.009, -0.059], [0.727, 0.289, -0.377], [-0.512, 0.072, 0.000], [-0.074, 0.000, -0.082], [-0.015, -0.029, 0.005], [-0.024, -0.007, 0.038], [0.001, 0.018, 0.034], [0.013, 0.023, 0.003], [-0.017, -0.015, -0.009], [-0.070, 0.036, 0.030], [-0.047, -0.032, -0.059], [0.063, -0.025, -0.038], [0.013, 0.047, -0.028], [-0.018, -0.025, 0.010], [0.036, 0.017, 0.067], [0.198, -0.136, 0.131], [0.138, -0.007, -0.070], [-0.033, 0.030, 0.014], [0.015, -0.020, -0.005], [-0.020, 0.035, 0.012], [-0.001, -0.010, 0.078], [0.016, -0.004, -0.003], [-0.004, 0.007, -0.010], [0.003, -0.009, -0.003], [-0.002, -0.004, -0.004], [0.026, 0.035, -0.015], [0.096, -0.065, -0.018], [0.004, 0.001, 0.006], [0.000, 0.009, 0.005], [-0.001, -0.004, -0.006], [0.039, -0.021, 0.004], [-0.098, 0.003, 0.024], [0.003, 0.001, 0.004], [0.008, 0.011, 0.006], [0.005, -0.002, -0.002], [-0.020, 0.015, -0.007], [0.053, 0.048, -0.032], [-0.037, -0.022, -0.030], [0.038, 0.005, 0.029], [-0.047, 0.046, 0.031], [0.022, -0.027, -0.242], [0.003, -0.033, -0.033], [0.001, 0.005, 0.045], [0.142, 0.096, -0.288], [0.115, 0.073, 0.076], [0.041, 0.164, 0.039], [-0.129, -0.259, 0.282], [0.016, -0.064, 0.102], [0.007, 0.158, -0.061], [0.030, -0.102, 0.034], [-0.170, -0.031, -0.034], [-0.048, -0.104, 0.001], [-0.014, -0.011, 0.023], [-0.015, -0.021, 0.021], [0.000, 0.021, -0.001], [0.013, 0.010, 0.007], [-0.006, 0.002, 0.002], [0.008, 0.005, 0.004], [-0.014, 0.002, 0.000], [0.042, -0.012, -0.001]]
}

=====

# 2
{
  "formula": "C42H37Cl51NO6PS",
  "method": "ωB97M-V/def2-TZVPD",
  "e_tot_ha": -26338.00703,
  "gap_ev": 7.84,
  "relative_energy_kcal_mol": 34.1,
  "molar_mass_da": 2522.90,
  "species": ["C", "C", "C", "C", "C", "C", "C", "O", "C", "C", "C", "O", "C", "P", "O", "O", "S", "C", "C", "C", "C", "C", "N", "C", "C", "O", "C", "C", "C", "C", "C", "C", "C", "O", "H", "H", "H", "H", "H", "H", "H", "H", "H", "H", "H", "H", "H", "H", "H", "H", "H", "H", "H", "H", "C", "Cl", "Cl", "Cl", "H", "C", "Cl", "Cl", "Cl", "H", "C", "Cl", "Cl", "Cl", "H", "C", "Cl", "Cl", "Cl", "H", "C", "Cl", "Cl", "Cl", "H", "C", "Cl", "Cl", "Cl", "H", "C", "Cl", "Cl", "Cl", "H", "C", "Cl", "Cl", "Cl", "H", "C", "Cl", "Cl", "Cl", "H", "C", "Cl", "Cl", "Cl", "H", "C", "Cl", "Cl", "Cl", "H", "C", "Cl", "Cl", "Cl", "H", "C", "Cl", "Cl", "Cl", "H", "C", "Cl", "Cl", "Cl", "H", "C", "Cl", "Cl", "Cl", "H", "C", "Cl", "Cl", "Cl", "H", "C", "Cl", "Cl", "Cl", "H"],
  "coordinates": [[1.094132, 0.553392, -1.289077], [0.500182, 0.178590, -0.313065], [-0.326645, -0.096655, 0.904914], [-0.241741, 1.081427, 1.892611], [-1.335068, 1.907938, 2.080804], [-1.213832, 2.950420, 3.005357], [-0.031770, 3.158271, 3.719120], [-0.059412, 4.202715, 4.603149], [-0.514205, 3.779076, 5.905651], [-0.236265, 4.924870, 6.919737], [0.531696, 6.092483, 6.245372], [0.539975, 4.441630, 8.022737], [1.124755, 2.343072, 3.531780], [2.656167, 2.755058, 4.471985], [2.315967, 3.646526, 5.784332], [3.477809, 3.794115, 3.541638], [3.688991, 1.246124, 5.055678], [0.970771, 1.286895, 2.585640], [2.040352, 0.267214, 2.213071], [1.989209, -1.056646, 2.715166], [3.029335, -1.889642, 2.214842], [3.976091, -1.341018, 1.363946], [4.075127, -0.094614, 0.883270], [3.056687, 0.632467, 1.340639], [-2.440661, 3.847501, 3.156051], [-2.821213, 4.343183, 4.192962], [-3.175813, 4.114764, 1.844505], [-3.704065, 5.362408, 1.529477], [-4.328690, 5.513415, 0.296168], [-4.440767, 4.470986, -0.621518], [-3.918391, 3.214267, -0.306843], [-3.291816, 3.072716, 0.919699], [-2.661531, 1.754273, 1.343164], [-3.210768, 0.694157, 1.128594], [1.527578, 0.830035, -2.228966], [0.046583, -0.994944, 1.410852], [-1.351802, -0.302123, 0.580068], [0.094952, 2.895409, 6.171116], [-1.559956, 3.444797, 5.913383], [-1.190417, 5.332697, 7.295474], [-0.094877, 6.596404, 5.496805], [1.501678, 5.771470, 5.854362], [0.742745, 6.840651, 7.036171], [0.646939, 5.201038, 8.609222], [2.279814, 2.979808, 6.492691], [4.216132, 3.338580, 3.101047], [1.193813, -1.406512, 3.373250], [3.075853, -2.942054, 2.478375], [4.765541, -2.023642, 1.032020], [3.015557, 1.664723, 0.957155], [-3.571914, 6.161013, 2.261585], [-4.738935, 6.499987, 0.062487], [-4.935060, 4.669354, -1.573333], [-4.015111, 2.383375, -1.010341], [-2.093493, 0.044939, -3.695044], [-1.298007, -0.050755, -2.117668], [-1.415224, -1.149715, -4.809274], [-3.839896, -0.194999, -3.546108], [-1.923154, 1.035391, -4.108122], [2.030853, 0.500419, -6.630797], [1.768514, -1.217123, -6.952243], [1.637616, 0.886080, -4.952570], [3.695243, 0.958688, -6.996898], [1.371603, 1.080805, -7.280214], [-3.385818, -4.365431, -4.493675], [-2.679897, -4.436657, -2.877368], [-2.603248, -5.525911, -5.567681], [-5.132145, -4.652617, -4.423758], [-3.219290, -3.371662, -4.889791], [-3.599768, -0.694387, -7.941649], [-1.840590, -0.843724, -8.059147], [-4.356746, -0.882686, -9.523141], [-4.264569, -1.875102, -6.810692], [-3.829354, 0.298868, -7.571583], [4.453833, -2.365350, -2.914219], [4.074179, -4.052410, -3.288400], [4.190655, -2.028099, -1.200799], [6.112822, -1.978739, -3.379497], [3.784019, -1.737262, -3.490217], [5.124606, -2.844141, 5.368468], [3.868400, -1.868325, 4.597130], [5.987351, -1.901197, 6.586616], [4.425121, -4.302889, 6.089929], [5.834025, -3.148372, 4.607865], [1.803639, -6.112347, -5.442211], [0.918754, -6.545161, -3.976696], [2.100414, -7.541331, -6.434251], [0.921098, -4.888173, -6.360493], [2.759411, -5.694439, -5.151952], [8.747974, -0.163927, 9.372897], [7.149383, 0.310673, 8.792737], [9.159396, -1.783840, 8.802406], [9.968374, 1.003542, 8.863184], [8.725477, -0.180510, 10.455806], [-1.000485, 3.290655, -7.250493], [0.752742, 3.183793, -7.450203], [-1.815043, 3.048235, -8.795235], [-1.563600, 2.109503, -6.063228], [-1.243643, 4.281986, -6.888073], [-7.387461, -1.609995, -2.698537], [-6.637577, -0.439564, -1.610204], [-9.106619, -1.265733, -2.894693], [-6.584469, -1.619671, -4.274201], [-7.283389, -2.595526, -2.259911], [-11.875161, -3.620133, -4.899714], [-10.127902, -3.454542, -5.068598], [-12.536268, -2.292233, -3.938986], [-12.652574, -3.688433, -6.483312], [-12.080202, -4.548363, -4.380949], [7.571749, 2.158059, 1.724103], [7.927035, 0.443643, 1.932970], [5.843338, 2.461208, 1.937223], [8.520848, 3.134182, 2.845860], [7.840246, 2.441217, 0.713984], [-7.154414, 3.566608, -4.685305], [-5.823775, 2.502467, -4.223097], [-7.545125, 4.690606, -3.379499], [-6.763144, 4.445855, -6.166035], [-8.027095, 2.953456, -4.875297], [0.182800, -11.351224, -7.496781], [-0.912188, -11.851815, -8.788144], [1.642424, -10.616513, -8.168033], [-0.624854, -10.237555, -6.392118], [0.473550, -12.232194, -6.938186], [2.226352, -3.777281, 8.953784], [0.987000, -2.799492, 8.162698], [3.100205, -2.825033, 10.155522], [1.512532, -5.214750, 9.692128], [2.932787, -4.098374, 8.199294], [12.716208, 2.674003, 11.714992], [13.612940, 2.481816, 13.223550], [13.224834, 1.466122, 10.531579], [10.977551, 2.569012, 12.008181], [12.933804, 3.655813, 11.313268], [-8.043946, -2.756784, -10.005341], [-7.505380, -2.700430, -8.325201], [-9.562583, -1.878095, -10.201325], [-6.803130, -2.105751, -11.081712], [-8.214184, -3.792323, -10.272582]],
  "atomic_forces_ev_per_a": [[0.481, -0.136, 0.622], [0.486, 0.387, 1.087], [0.571, 0.136, -0.501], [-0.020, -0.801, -0.347], [-0.015, 0.191, 0.194], [-0.795, 0.090, -0.203], [-0.188, -0.050, 0.075], [-0.047, -0.525, -0.029], [0.814, -0.343, 0.951], [0.326, 0.740, -0.857], [-0.295, 0.313, 0.825], [-0.377, -0.198, -0.218], [-1.225, 0.454, -0.423], [1.055, 0.000, 0.324], [-0.062, -0.611, -1.282], [-0.942, -0.290, 0.317], [-0.132, -0.164, -0.264], [0.454, -0.284, 0.003], [-0.223, -0.399, 1.475], [1.213, 0.561, -1.800], [-1.872, 0.899, -0.421], [1.321, -1.069, -0.110], [-1.570, -0.714, 1.560], [0.188, 1.875, -0.566], [0.009, 0.391, -0.293], [0.209, -0.152, -0.523], [0.317, -0.197, -0.012], [0.223, -0.488, 0.359], [-0.161, 0.752, 0.110], [0.046, 0.043, 0.149], [-0.429, 0.396, -0.257], [0.840, -0.934, 0.650], [-0.440, 0.299, -0.244], [0.530, 0.419, 0.042], [0.018, -0.097, 0.392], [-0.217, 0.154, -0.360], [0.230, 0.167, 0.312], [-0.299, 0.380, 0.207], [0.236, 0.444, -0.332], [0.180, -0.302, -0.109], [0.337, -0.256, 0.039], [-0.474, 0.058, -0.101], [-0.163, -0.244, -0.289], [0.091, -0.239, 0.011], [0.104, 0.438, 0.218], [-0.134, 0.195, 0.382], [0.295, 0.106, -0.068], [0.008, 0.286, -0.263], [-0.134, 0.274, 0.363], [0.042, -0.361, 0.189], [-0.285, -0.067, -0.370], [0.114, -0.373, -0.101], [0.142, -0.229, 0.225], [0.135, 0.163, 0.343], [-0.371, -0.371, 0.397], [-1.247, 0.000, -1.766], [0.091, 0.070, 0.246], [0.167, 0.135, -0.074], [0.016, -0.260, 0.329], [-0.035, -0.305, -0.198], [0.002, 0.039, 0.044], [0.030, 0.016, -0.005], [-0.063, 0.046, -0.005], [0.310, -0.543, 0.368], [0.034, -0.167, 0.093], [-0.014, 0.061, -0.040], [-0.071, 0.087, 0.011], [0.145, -0.100, -0.059], [-0.001, -0.001, 0.043], [0.136, 0.058, -0.149], [-0.119, -0.068, -0.220], [0.209, 0.142, 0.252], [-0.049, -0.015, -0.046], [0.026, -0.046, 0.029], [-0.057, 0.028, 0.101], [-0.004, -0.023, 0.002], [0.035, -0.284, -1.289], [-0.063, -0.005, -0.020], [0.031, -0.038, -0.015], [-0.163, 0.355, 0.295], [1.104, -0.649, 1.589], [0.006, -0.114, -0.088], [0.084, -0.133, -0.112], [-0.049, -0.032, 0.037], [-0.078, -0.062, -0.011], [0.051, 0.042, -0.023], [0.007, 0.058, 0.033], [0.076, 0.031, 0.009], [-0.049, 0.012, -0.026], [0.009, 0.020, -0.119], [0.029, 0.042, 0.091], [-0.009, 0.018, 0.059], [-0.057, -0.051, -0.013], [0.008, -0.004, -0.044], [-0.085, -0.039, -0.161], [-0.256, 0.746, -0.115], [0.002, 0.021, 0.067], [0.017, 0.276, -0.291], [0.046, -0.042, 0.009], [-0.078, 0.109, -0.038], [-0.012, -0.075, 0.003], [0.102, 0.159, 0.237], [-0.286, 0.114, 0.039], [0.014, 0.035, -0.029], [0.068, 0.058, -0.079], [-0.121, -0.236, -0.208], [0.000, -0.043, 0.015], [0.000, -0.028, 0.049], [-0.006, 0.046, -0.015], [0.163, -0.044, 0.235], [-0.049, 0.066, -0.046], [0.164, -0.107, -0.345], [-0.027, -0.008, -0.069], [-0.071, -0.007, 0.029], [0.088, 0.042, 0.005], [-0.058, -0.010, -0.002], [-0.007, -0.050, -0.015], [-0.031, -0.035, 0.013], [0.038, 0.020, 0.014], [-0.073, 0.116, -0.014], [0.041, -0.030, 0.036], [0.001, -0.067, 0.006], [0.034, -0.056, -0.002], [-0.003, 0.036, -0.031], [-0.059, 0.047, 0.082], [0.060, -0.028, -0.023], [0.009, -0.026, -0.060], [0.028, 0.012, -0.035], [-0.043, 0.047, 0.058], [-0.012, -0.142, 0.041], [-0.006, 0.048, -0.042], [0.006, 0.083, 0.025], [0.056, 0.070, 0.016], [-0.019, -0.040, 0.017], [0.014, 0.110, 0.085], [-0.021, -0.035, -0.046], [0.022, -0.054, -0.013], [-0.290, -0.178, -0.196], [0.016, 0.045, 0.002]]
}